Density functional theory data (the ωB97M-V functional and the def2-TZVPD basis) for a cluster of 2 separate species, C20H25N2O2 in total.

XYZ file:
```
49
C20H25N2O2 | the Open Molecules 2025 dataset | the ωB97M-V functional and the def2-TZVPD basis
C 2.282 -2.499 -3.050
C 3.273 -2.385 -1.895
C 2.444 -2.453 -0.620
N 1.081 -1.848 -1.011
N 0.084 -2.283 -0.207
C 0.234 -2.695 0.990
C 0.895 -2.470 -2.426
H 2.392 -1.703 -3.794
H 2.378 -3.458 -3.564
H 3.994 -3.211 -1.924
H 3.840 -1.445 -1.959
H 2.310 -3.498 -0.321
H 2.886 -1.912 0.209
H -0.674 -2.945 1.548
H 1.201 -2.829 1.504
H 0.165 -1.901 -2.989
H 0.503 -3.496 -2.292
C 1.434 2.533 5.482
O 2.272 1.965 4.455
C 1.706 1.450 3.322
C 2.620 1.018 2.326
C 2.162 0.528 1.128
C 0.779 0.451 0.833
C 0.392 0.194 -0.545
C -0.966 0.507 -0.996
C -1.501 -0.024 -2.205
C -2.724 0.371 -2.713
C -3.518 1.309 -2.011
O -4.745 1.544 -2.543
C -5.702 2.344 -1.816
C -3.016 1.901 -0.830
C -1.776 1.496 -0.355
C -0.118 0.689 1.916
C 0.312 1.274 3.102
H 2.141 2.818 6.260
H 0.908 3.418 5.109
H 0.724 1.793 5.866
H 3.683 1.136 2.537
H 2.890 0.289 0.350
H 1.179 0.299 -1.313
H -0.914 -0.734 -2.787
H -3.105 -0.018 -3.656
H -6.602 2.298 -2.435
H -5.909 1.923 -0.819
H -5.360 3.387 -1.727
H -3.570 2.678 -0.301
H -1.371 2.038 0.494
H -1.188 0.528 1.810
H -0.406 1.628 3.861
```

E, eV: -28210.872
Multiplicity: 1
Strongest force on any atom, eV Å⁻¹: 3.472
Orbital gap, eV: 7.1
Charge: +1
ΔE to the lowest compared entry with this formula, charge and spin, eV: 4.5760
HOMO level, Eh: -0.4176

=====

Density functional theory data (the ωB97M-V functional and the def2-TZVPD basis) for a structure of composition CH2BrClO.

XYZ file:
```
6
CH2BrClO | the Open Molecules 2025 dataset | the ωB97M-V functional and the def2-TZVPD basis
C -0.224 0.546 0.263
O 0.629 -1.148 0.027
Cl -0.660 0.557 1.893
Br 0.622 -1.477 -1.718
H 0.656 1.215 0.115
H -1.023 0.308 -0.580
```

E, eV: -85678.332
Multiplicity: 1
Strongest force on any atom, eV Å⁻¹: 4.260
Orbital gap, eV: 9.3
Charge: 0
ΔE to the lowest compared entry with this formula, charge and spin, eV: 2.9619
HOMO level, Eh: -0.3470

=====

Density functional theory data (the ωB97M-V functional and the def2-TZVPD basis) for the molecule C3H4N2O2.

XYZ file:
```
11
C3H4N2O2 | the Open Molecules 2025 dataset | the ωB97M-V functional and the def2-TZVPD basis
C -0.896 0.344 -1.712
C -0.076 -0.167 -0.555
N 0.950 -0.937 -0.609
N 1.493 -0.956 0.724
C 0.610 -0.386 1.419
O 0.807 -0.217 2.740
O -0.247 0.416 0.698
H -0.271 0.561 -2.591
H -1.628 -0.386 -2.045
H -1.567 1.125 -1.292
H 0.824 0.604 3.223
```

E, eV: -10249.301
Multiplicity: 1
Strongest force on any atom, eV Å⁻¹: 4.568
Orbital gap, eV: 10.3
Charge: 0
ΔE to the lowest compared entry with this formula, charge and spin, eV: 2.9641
HOMO level, Eh: -0.3632
SMILES: Cc1nnc(O)o1

=====

Density functional theory data (the ωB97M-V functional and the def2-TZVPD basis) for a structure of composition C28H39ClN5O4SZr.

XYZ file:
```
79
C28H39ClN5O4SZr | the Open Molecules 2025 dataset | the ωB97M-V functional and the def2-TZVPD basis
Zr 0.976 -0.294 -1.606
C 1.746 1.138 2.864
C 1.531 1.863 1.566
C 0.278 1.911 0.966
C 0.081 2.569 -0.247
C 1.143 3.211 -0.858
C 2.397 3.191 -0.256
C 2.588 2.521 0.936
H 2.617 0.483 2.803
H 0.880 0.527 3.124
H 1.919 1.837 3.683
H -0.559 1.434 1.465
H -0.895 2.576 -0.717
H 1.001 3.716 -1.807
H 3.234 3.696 -0.724
H 3.572 2.501 1.391
Cl 5.845 -4.106 2.938
C 4.903 -3.028 1.962
C 5.303 -1.697 1.815
C 4.574 -0.824 1.039
C 3.408 -1.246 0.374
O 2.749 -0.403 -0.385
C 3.009 -2.591 0.547
C 1.796 -3.082 -0.051
O 0.980 -2.401 -0.664
C 3.769 -3.472 1.334
H 6.198 -1.358 2.322
H 4.885 0.208 0.933
H 1.582 -4.154 0.076
H 3.452 -4.502 1.445
O 0.924 -1.275 -3.033
C 0.739 2.673 -5.681
N 1.810 2.147 -4.830
C 3.118 2.202 -5.202
C 4.107 1.727 -4.423
C 3.721 1.133 -3.180
N 2.441 1.054 -2.859
C 1.447 1.559 -3.643
O 0.295 1.488 -3.219
N 4.614 0.658 -2.316
H 1.172 3.031 -6.610
H 0.230 3.491 -5.176
H 0.019 1.885 -5.889
H 3.310 2.660 -6.161
H 5.140 1.784 -4.727
H 5.588 0.617 -2.553
H 4.242 0.236 -1.473
C -3.890 -2.877 2.908
C -2.649 -3.691 2.560
C -1.776 -3.076 1.471
C -1.209 -1.700 1.809
N -2.122 -0.589 1.557
C -2.335 -0.022 0.369
S -1.682 -0.612 -1.105
N -3.163 1.022 0.317
C -3.898 1.598 1.441
C -5.115 0.796 1.903
C -6.290 0.762 0.925
C -6.081 -0.098 -0.320
H -4.540 -3.427 3.588
H -4.470 -2.637 2.013
H -3.635 -1.940 3.413
H -2.956 -4.685 2.228
H -2.050 -3.845 3.463
H -2.324 -3.005 0.530
H -0.928 -3.738 1.273
H -0.313 -1.516 1.227
H -0.936 -1.640 2.864
H -2.695 -0.287 2.328
H -3.325 1.376 -0.611
H -4.213 2.593 1.127
H -3.198 1.747 2.268
H -5.447 1.250 2.840
H -4.826 -0.232 2.146
H -6.550 1.785 0.637
H -7.155 0.376 1.468
H -5.362 0.329 -1.019
H -7.019 -0.218 -0.861
H -5.725 -1.096 -0.052
```

E, eV: -69948.928
Multiplicity: 1
Strongest force on any atom, eV Å⁻¹: 1.419
Orbital gap, eV: 8.1
Charge: +1
ΔE to the lowest compared entry with this formula, charge and spin, eV: 0.0000
HOMO level, Eh: -0.3938

=====

Density functional theory data (the ωB97M-V functional and the def2-TZVPD basis) for a cluster of 2 separate species, C4H10N2P in total.

XYZ file:
```
17
C4H10N2P | the Open Molecules 2025 dataset | the ωB97M-V functional and the def2-TZVPD basis
C 3.342 -0.645 -0.132
C 2.512 -1.528 0.152
C -0.852 -0.201 0.041
C -3.300 -0.181 0.017
N 0.336 0.289 0.036
N -2.000 0.443 0.029
P 0.924 1.819 -0.173
H 4.418 -0.603 -0.123
H 2.950 0.393 -0.480
H 1.761 -2.238 0.370
H -0.925 -1.285 0.099
H -3.753 -0.105 -0.974
H -3.954 0.311 0.738
H -3.209 -1.233 0.284
H -1.982 1.454 -0.058
H 1.598 1.901 1.061
H 2.135 1.410 -0.888
```

E, eV: -16567.890
Multiplicity: 1
Strongest force on any atom, eV Å⁻¹: 1.654
Orbital gap (spin up / spin down), eV: 6.9 / 6.9
Charge: +1
ΔE to the lowest compared entry with this formula, charge and spin, eV: 3.9699
HOMO level (spin up / spin down), Eh: -0.4674 / -0.4675

=====

Density functional theory data (the ωB97M-V functional and the def2-TZVPD basis) for the ion C3H8N3S with charge +1.

XYZ file:
```
15
C3H8N3S | the Open Molecules 2025 dataset | the ωB97M-V functional and the def2-TZVPD basis
C -1.682 0.644 -0.111
C -0.405 1.305 0.376
C -0.281 -0.988 0.665
N -1.693 -0.599 0.077
N 0.539 0.178 0.635
N 1.744 0.237 -0.103
S 0.277 -2.267 -0.669
H -2.512 1.246 -0.560
H -0.105 2.000 -0.367
H -0.518 1.949 1.328
H -0.198 -1.401 1.619
H 1.659 1.009 -0.798
H 1.312 -1.403 -0.862
H 2.472 0.059 0.474
H -0.608 -1.969 -1.705
```

E, eV: -18531.743
Multiplicity: 3
Strongest force on any atom, eV Å⁻¹: 5.394
Orbital gap (spin up / spin down), eV: 5.9 / 7.3
Charge: +1
ΔE to the lowest compared entry with this formula, charge and spin, eV: 4.0948
HOMO level (spin up / spin down), Eh: -0.3401 / -0.5487

=====

Density functional theory data (the ωB97M-V functional and the def2-TZVPD basis) for a structure of composition C11H14Br5GeO2PtSe.

XYZ file:
```
35
C11H14Br5GeO2PtSe | the Open Molecules 2025 dataset | the ωB97M-V functional and the def2-TZVPD basis
Pt -0.231 0.407 -0.327
Br 3.899 -4.940 1.733
C 2.591 -3.923 0.902
C 1.758 -4.541 -0.155
Br 2.061 -6.313 -0.622
C 0.796 -3.837 -0.798
Br -0.263 -4.546 -2.155
C 0.575 -2.453 -0.451
O -0.254 -1.738 -0.987
C 1.423 -1.834 0.625
O 1.210 -0.650 0.878
C 2.427 -2.625 1.266
Br 3.469 -1.784 2.569
C -2.515 4.571 1.021
Ge -0.641 5.090 1.138
C 0.302 5.269 -0.564
C -0.435 6.723 2.193
C 0.335 3.737 2.303
Se 0.707 1.936 1.772
C 2.254 2.319 0.662
H -3.045 5.357 0.481
H -2.952 4.488 2.016
H -2.653 3.637 0.483
H -0.172 6.079 -1.122
H 0.239 4.371 -1.170
H 1.345 5.543 -0.402
H -0.933 7.541 1.670
H 0.614 6.992 2.315
H -0.894 6.624 3.176
H -0.257 3.667 3.216
H 1.295 4.202 2.534
H 2.026 3.174 0.033
H 2.466 1.448 0.052
H 3.106 2.534 1.304
Br -1.338 2.108 -1.414
```

E, eV: -491041.597
Multiplicity: 1
Strongest force on any atom, eV Å⁻¹: 3.739
Orbital gap, eV: 5.2
Charge: +1
ΔE to the lowest compared entry with this formula, charge and spin, eV: 1.9837
HOMO level, Eh: -0.4288